(1)
{
  "formula": "C5H7O3S",
  "method": "ωB97M-V with the def2-TZVPD basis set",
  "species": ["C", "C", "C", "C", "C", "O", "O", "O", "S", "H", "H", "H", "H", "H", "H", "H"],
  "coordinates": [[0.817887, 0.312737, 0.362303], [-1.925635, 0.686518, -0.950888], [1.759875, 1.328425, 0.181482], [-2.311436, 0.006232, 0.322226], [1.039631, -1.106502, 0.295305], [1.572008, 1.117216, 1.482599], [2.375946, 2.089951, -0.514582], [-2.705512, 1.176391, -1.732897], [2.849197, -1.844815, -0.110735], [-1.626835, 0.333007, 1.103424], [-2.159688, -1.064279, 0.195121], [-3.347205, 0.204376, 0.583048], [0.817632, -1.629792, 1.226803], [0.461294, -1.539172, -0.523202], [-0.835266, 0.709363, -1.111831], [3.218110, -0.779649, -0.808169]],
  "forces_ev_per_angstrom": [[-0.4, -0.1, -0.3], [0.1, -0.1, -0.1], [-0.7, -0.4, -0.2], [-0.2, 0.2, 0.2], [0.7, -0.8, -0.4], [0.8, 0.6, 0.8], [0.5, 0.3, 0.1], [-0.3, 0.1, -0.1], [-0.4, 0.0, 0.4], [0.0, -0.1, 0.0], [0.1, -0.2, 0.0], [-0.1, 0.0, -0.1], [-0.1, 0.1, -0.1], [0.0, 0.0, 0.2], [-0.1, 0.0, -0.1], [0.1, 0.3, -0.2]],
  "total_charge": -1,
  "e_tot_ev": -22274.5350,
  "multiplicity": 1,
  "relative_energy_ev": 2.976,
  "gap_ev": 6.63,
  "molar_mass_g_mol": 147.18,
  "homo_energy_ev": -3.19
}

---

(2)
{
  "formula": "C5H7OP",
  "method": "ωB97M-V with the def2-TZVPD basis set",
  "species": ["C", "C", "C", "C", "C", "O", "P", "H", "H", "H", "H", "H", "H", "H"],
  "coordinates": [[-1.250466, 0.658553, 0.661923], [-1.840302, -0.577000, 0.576143], [0.123816, 0.458006, 0.284091], [0.172179, -0.850598, -0.078978], [1.102438, 1.599810, 0.183644], [-0.984288, -1.522770, 0.092018], [1.511204, -1.767156, -0.861695], [-1.635081, 1.634828, 0.872056], [-2.904849, -0.763162, 0.991497], [1.111007, 1.995839, 1.189291], [2.088973, 1.110256, 0.046833], [0.663616, 2.156302, -0.722458], [1.239898, -1.332515, -2.081820], [0.601856, -2.800394, -1.152544]],
  "forces_ev_per_angstrom": [[0.7, -1.5, -0.4], [-2.5, 1.5, 1.3], [-1.3, -0.4, -0.2], [1.9, 0.4, -0.3], [-0.6, -2.1, -1.2], [-1.3, 1.0, 1.0], [0.3, -1.1, 1.7], [-0.6, 0.0, 0.4], [2.1, -0.5, -1.3], [0.0, 1.2, -0.2], [-0.3, 0.9, -0.5], [1.5, 0.1, 1.7], [-0.1, 1.1, -2.4], [0.3, -0.6, 0.2]],
  "e_tot_ev": -16632.5554,
  "multiplicity": 1,
  "relative_energy_ev": 1.397,
  "gap_ev": 9.35,
  "molar_mass_g_mol": 114.08,
  "homo_energy_ev": -8.35
}